# C52H51AuGeN4S3Si

A structure of composition C52H51AuGeN4S3Si in a non-equilibrium geometry (wB97M-V/def2-TZVPD, the Open Molecules 2025 dataset).

Computed properties:
- HOMO-LUMO gap (spin up / spin down): 3.33 / 3.34 eV
- HOMO level (spin up / spin down): -4.051 / -4.062 eV
- Charge: 0
- Largest force on an atom: 3.27 eV/A
- 2S+1: 1

XYZ file:
```
113
Properties=species:S:1:pos:R:3:forces:R:3
Au -0.2221 0.6939 0.2051 -2.161 1.545 -0.478
N 1.6834 -0.2309 -0.2868 2.358 -0.791 -0.086
S 3.0755 -0.1074 0.1434 -1.536 -0.220 -1.400
N 3.5017 0.1682 1.7106 0.595 -0.245 0.848
S 2.9824 -0.6059 2.9541 -1.626 0.385 -1.625
N 1.6340 -0.1381 3.5911 1.313 -0.187 0.461
S 0.1084 -0.4829 3.1127 -1.342 0.166 -1.503
N -0.2807 -0.6452 1.7007 0.544 -1.400 2.908
C -0.3714 -1.9521 4.0051 0.378 -0.168 0.385
C 0.4013 -2.4069 5.0668 -0.126 0.267 -0.230
C 0.0528 -3.5787 5.7053 -0.195 -0.287 0.131
C -1.0623 -4.2938 5.2840 0.058 0.111 -0.163
C -1.8134 -3.8499 4.1994 0.038 -0.183 0.293
C -1.4697 -2.6807 3.5524 0.274 0.590 -0.125
C -0.6642 0.9096 3.9664 0.256 -0.230 0.288
C -1.5354 0.7397 5.0273 0.023 -0.276 -0.105
C -2.1082 1.8571 5.6128 -0.099 0.105 0.017
C -1.8074 3.1231 5.1372 0.037 -0.022 0.079
C -0.9294 3.2843 4.0754 -0.048 -0.034 -0.044
C -0.3565 2.1724 3.4858 0.172 -0.099 -0.224
C 2.8994 -2.3803 2.6345 0.017 -0.024 0.694
C 1.9169 -2.8687 1.7783 0.207 0.323 -0.056
C 1.7585 -4.2369 1.6553 0.132 -0.070 0.026
C 2.5634 -5.1085 2.3724 0.210 0.179 0.160
C 3.5435 -4.6048 3.2232 -0.140 -0.227 -0.115
C 3.7007 -3.2406 3.3701 0.129 0.304 0.068
C 4.1865 -0.2758 4.1790 1.007 0.066 0.919
C 5.5200 -0.0756 3.7799 -1.105 -0.227 -0.360
C 6.4969 0.1233 4.7234 0.257 0.045 0.677
C 6.1728 0.1292 6.0798 -0.451 -0.012 -0.396
C 4.8444 -0.0351 6.4759 0.705 0.082 0.259
C 3.8546 -0.2346 5.5439 -0.418 -0.208 -1.153
C 3.9816 1.2190 -0.6683 0.162 -0.156 0.368
C 5.1698 1.7344 -0.1829 -0.043 0.001 0.021
C 5.8137 2.7206 -0.9083 0.122 0.066 -0.031
C 5.2978 3.1381 -2.1269 -0.143 -0.006 -0.047
C 4.1069 2.6105 -2.6076 0.264 0.169 0.045
C 3.4324 1.6657 -1.8605 -0.361 -0.453 0.168
C 4.0141 -1.5812 -0.3347 0.420 0.131 0.345
C 5.1341 -2.0229 0.3506 -0.067 0.082 -0.121
C 5.7870 -3.1651 -0.0771 0.092 -0.152 -0.041
C 5.3314 -3.8540 -1.1925 -0.080 0.111 0.006
C 4.2063 -3.4043 -1.8725 0.167 -0.169 0.054
C 3.5419 -2.2744 -1.4389 -0.157 0.375 0.110
H 1.2697 -1.8418 5.3643 0.053 0.011 0.129
H 0.6421 -3.9333 6.5384 0.048 -0.048 0.041
H -1.3397 -5.2061 5.7892 -0.017 -0.095 0.062
H -2.6727 -4.4150 3.8664 -0.016 -0.010 -0.049
H -2.0163 -2.3190 2.6956 -0.121 0.010 -0.118
H -1.7685 -0.2530 5.3844 -0.038 -0.050 0.085
H -2.7964 1.7412 6.4374 -0.033 -0.043 0.050
H -2.2494 3.9926 5.6003 -0.072 0.057 0.030
H -0.7071 4.2754 3.7066 0.060 0.005 -0.090
H 0.3246 2.2580 2.6484 0.040 0.170 -0.063
H 1.2994 -2.1837 1.2199 -0.146 0.078 -0.144
H 1.0022 -4.6141 0.9859 -0.115 -0.052 -0.073
H 2.4335 -6.1759 2.2762 -0.013 -0.083 -0.028
H 4.1825 -5.2730 3.7804 0.016 -0.081 0.052
H 4.4364 -2.8412 4.0544 0.084 -0.062 0.035
H 5.7446 -0.0612 2.7262 0.085 0.019 -0.075
H 7.5202 0.2777 4.4130 0.030 0.011 -0.034
H 6.9430 0.2832 6.8170 0.096 0.016 0.117
H 4.5959 -0.0060 7.5270 -0.061 0.015 0.027
H 2.8212 -0.3430 5.8310 -0.099 0.013 0.079
H 5.5675 1.3784 0.7530 0.083 0.027 0.162
H 6.7181 3.1723 -0.5273 0.097 -0.035 0.021
H 5.8186 3.8880 -2.7015 0.077 0.103 -0.045
H 3.7096 2.9392 -3.5575 -0.079 0.036 0.023
H 2.4791 1.2588 -2.1644 -0.151 0.046 -0.059
H 5.4861 -1.4830 1.2151 0.076 0.020 0.059
H 6.6538 -3.5182 0.4622 0.084 -0.040 0.026
H 5.8529 -4.7344 -1.5374 0.037 -0.084 0.009
H 3.8465 -3.9393 -2.7383 -0.033 -0.040 -0.077
H 2.6558 -1.9049 -1.9314 -0.144 0.008 -0.078
C -3.7587 -4.0380 -0.0518 -0.017 -0.095 0.013
C -2.4269 -3.6723 0.0289 0.023 -0.122 -0.044
C -2.0736 -2.3332 0.0598 0.005 -0.100 -0.110
C -3.0385 -1.3299 0.0337 0.393 0.291 0.174
C -4.3734 -1.7185 -0.0636 0.007 0.146 0.010
C -4.7321 -3.0544 -0.1122 -0.158 -0.040 0.000
Si -2.5665 0.5203 0.0748 0.434 0.558 -0.851
C -3.2763 1.1831 -1.5521 -0.034 -0.159 0.420
C -4.0866 2.3090 -1.6136 -0.127 -0.029 0.143
C -4.5501 2.7940 -2.8241 -0.063 0.089 -0.107
C -4.2172 2.1449 -4.0013 -0.034 0.132 -0.097
C -3.4170 1.0147 -3.9612 0.064 -0.075 -0.037
C -2.9516 0.5448 -2.7473 -0.051 -0.089 0.063
H -4.0382 -5.0818 -0.0768 -0.028 -0.085 -0.025
H -1.6600 -4.4345 0.0584 0.079 -0.078 -0.007
H -1.0326 -2.0611 0.1200 0.085 -0.025 -0.039
H -5.1418 -0.9592 -0.1152 -0.125 0.069 -0.013
H -5.7720 -3.3342 -0.2077 -0.087 0.007 0.035
H -3.2812 1.1494 1.2087 -0.115 0.039 0.088
H -4.3630 2.8071 -0.6954 -0.038 0.131 0.088
H -5.1707 3.6799 -2.8547 -0.044 0.034 0.019
H -4.5765 2.5203 -4.9486 -0.040 0.038 -0.081
H -3.1538 0.5039 -4.8780 0.014 -0.026 -0.045
H -2.3234 -0.3345 -2.7157 0.111 -0.137 -0.072
C -0.2151 5.2224 -2.1215 0.015 -0.181 0.435
Ge -0.2834 4.0650 -0.4989 -0.642 -0.874 -0.196
C 1.2141 4.6946 0.6674 -0.321 0.029 -0.299
C -1.9273 4.4806 0.5655 0.440 0.244 -0.136
C -0.2315 2.2099 -1.0238 0.645 1.250 -0.342
H -0.3443 6.2627 -1.8368 -0.009 0.211 0.043
H -0.9875 4.9664 -2.8395 -0.174 -0.137 -0.022
H 0.7475 5.1264 -2.6158 0.179 -0.048 -0.034
H 1.1361 5.7723 0.8044 -0.013 0.166 0.049
H 2.1820 4.4798 0.2253 0.144 -0.113 -0.143
H 1.1828 4.2309 1.6479 -0.042 -0.171 0.223
H -1.8457 5.4740 0.9993 -0.081 0.227 0.161
H -2.0555 3.7629 1.3720 0.064 -0.173 0.100
H -2.8203 4.4473 -0.0494 -0.074 -0.009 -0.196
H -0.3520 2.0332 -2.0840 -0.051 -0.075 -0.266
```
Positions in Å, forces in eV/Å.